1.
The following is a quantum chemistry calculation of C54H53BrLaN3O2S2SeTe as an isolated structure, from OMol25.

Values from the calculation:
- Gap between HOMO and LUMO (alpha / beta): 0.1700 / 0.1307 Ha
- F_max: 14.3 eV/A
- E: -8475.34388 a.u.
- LUMO (alpha / beta): -0.27 / -0.44 eV

```
118
Properties=species:S:1:pos:R:3:forces:R:3
La 0.983 -0.237 -0.296 -0.27 -0.34 1.57
Te -0.038 -2.655 1.577 -11.35 4.27 -7.62
Br 6.796 3.169 -2.776 -0.11 -0.08 0.05
Se 3.397 -1.587 0.872 1.77 0.59 -1.27
S -1.804 -0.287 -0.371 -3.50 -0.49 1.64
S 0.120 1.921 -2.040 -2.03 3.06 2.02
O -0.797 0.914 -2.654 0.15 -0.95 -0.80
O -2.164 -0.386 1.085 0.23 0.29 -0.87
N 2.075 -3.911 1.563 4.39 -0.83 0.63
N 3.025 0.949 -1.151 1.44 0.80 -0.58
N 1.755 -2.193 3.003 5.36 0.65 1.54
C -3.697 3.394 1.519 -0.52 0.15 0.34
C -0.780 6.852 -5.593 -0.15 0.23 0.07
C 3.967 -1.388 4.981 0.06 0.03 0.25
C 4.895 -0.408 4.263 0.32 0.09 -0.08
C -1.854 -2.187 -2.413 0.03 -0.05 -0.02
C -1.740 4.630 3.034 -1.03 0.08 0.48
C 0.508 5.621 -3.809 -0.28 -0.50 0.15
C -1.174 3.417 -4.027 0.01 0.11 0.02
C -5.220 0.917 -2.372 0.82 -1.38 0.67
C -4.863 5.099 -2.547 1.42 -0.45 0.91
C -2.368 3.371 1.021 -0.31 -0.12 -0.06
C 3.999 -7.169 1.783 0.05 -0.26 0.19
C -5.082 2.306 -2.423 -0.16 -0.05 -0.13
C -1.386 3.995 1.832 -0.54 0.28 0.57
C -0.047 3.968 1.446 1.65 -0.58 -1.95
C -0.562 5.657 -4.712 0.14 -0.24 0.06
C 0.724 4.497 -3.003 -0.22 -0.01 -0.24
C 0.178 -3.376 4.515 0.19 -1.08 0.81
C 1.033 -3.260 3.413 -0.88 -1.06 4.60
C 2.981 1.675 -2.289 0.38 -0.41 -0.19
C -4.272 0.123 -1.728 -0.91 0.16 -0.72
C 4.069 2.350 -2.812 0.33 -0.03 0.19
C -3.984 2.929 -1.780 0.06 -0.11 0.28
C -2.678 -4.458 -2.170 0.12 0.22 0.08
C 4.530 -5.737 1.716 0.21 -0.02 -0.04
C -1.391 4.539 -4.828 0.30 -0.13 0.52
C 4.210 0.895 -0.504 -0.09 0.42 -0.26
C -3.159 0.699 -1.107 0.46 1.99 -0.43
C 5.355 1.534 -0.944 -0.16 -0.02 -0.01
C -0.608 2.722 -0.576 -0.41 -0.92 -0.10
C -5.934 4.466 -3.159 -0.73 -1.42 -0.32
C -0.269 -5.677 3.827 0.27 0.79 -0.28
C -2.943 -5.821 -2.737 -0.05 -0.08 -0.21
C -6.041 3.079 -3.098 -0.38 1.57 -0.42
C -2.171 -1.909 -1.079 -0.11 -0.52 -0.77
C -1.979 2.750 -0.226 0.49 0.11 -0.32
C 2.372 -2.612 1.861 0.58 -0.81 0.53
C -0.472 -4.604 4.719 0.51 0.30 -0.78
C -0.130 3.394 -3.093 -0.43 0.31 -1.62
C -2.722 -2.925 -0.288 -0.26 0.06 0.13
C 0.585 -5.533 2.720 0.18 -0.10 1.02
C -2.110 -3.450 -2.957 0.01 0.24 0.51
C 2.543 -4.709 0.416 0.38 0.18 -0.32
C -3.061 4.650 3.474 1.00 0.27 0.17
C 1.819 -0.866 3.638 0.03 0.47 0.56
C 5.269 2.270 -2.118 -0.03 0.18 -0.19
C -3.904 4.342 -1.869 -0.30 1.00 -0.25
C -4.039 4.025 2.719 0.04 -0.65 -1.13
C 1.226 -4.300 2.541 -0.09 -4.69 1.38
C -3.033 2.116 -1.076 0.07 -1.21 0.18
C 0.336 3.325 0.274 0.21 0.92 1.49
C 2.502 -0.918 5.020 0.05 -0.43 0.28
C -2.977 -4.187 -0.830 0.22 0.68 -0.25
C 4.062 -4.972 0.466 0.40 0.20 0.13
H -2.737 -5.856 -3.812 -0.01 0.01 0.18
H 2.366 -0.145 3.001 -0.51 -0.74 0.01
H 0.003 -2.555 5.195 0.01 0.10 -0.19
H 4.360 -5.543 -0.440 -0.31 0.30 0.40
H 5.938 -0.784 4.312 -0.53 0.33 -0.09
H -5.072 4.016 3.058 0.14 -0.04 -0.11
H -2.955 -2.738 0.759 0.07 0.14 -0.24
H 2.015 1.699 -2.785 1.07 0.01 -0.17
H 2.287 -4.175 -0.523 -0.05 -0.06 0.56
H 2.897 -7.188 1.862 0.50 -0.10 -0.03
H -2.218 4.531 -5.535 0.12 0.09 0.10
H -3.075 4.877 -1.409 -0.06 -0.28 0.02
H 4.311 -7.736 0.881 -0.24 0.24 0.51
H 1.396 3.298 0.031 -0.16 -0.09 -0.05
H -4.500 2.902 0.974 0.25 0.04 -0.05
H -4.432 -0.951 -1.730 0.20 0.08 0.04
H -3.405 -4.960 -0.196 0.08 0.11 -0.11
H -2.307 -6.563 -2.245 -0.17 -0.01 -0.05
H -4.766 6.180 -2.590 0.05 -0.17 0.04
H 4.213 0.304 0.408 0.32 0.78 -0.26
H 4.624 -0.295 3.197 0.16 0.01 0.50
H -1.857 -3.637 -3.998 -0.07 -0.03 0.16
H 0.909 1.176 1.489 0.40 -0.83 -0.57
H -0.499 7.774 -5.074 0.06 -0.11 -0.16
H 4.241 -5.182 2.635 0.21 -0.24 -0.48
H -0.184 6.759 -6.505 -0.08 0.13 0.04
H -1.407 -1.424 -3.045 -0.12 0.04 0.11
H 4.326 -1.478 6.029 -0.25 -0.17 -0.56
H 4.414 -7.674 2.681 -0.32 0.15 -0.56
H 4.034 -2.392 4.508 -0.05 0.47 0.30
H -1.139 -4.726 5.562 0.03 0.04 -0.03
H 5.640 -5.795 1.686 -0.60 0.21 0.11
H 0.786 -0.472 3.746 0.42 -0.38 -0.37
H -0.982 5.110 3.650 0.03 -0.12 -0.23
H -1.842 2.564 -4.130 0.24 0.04 0.13
H 0.721 -6.360 2.041 0.02 0.12 -0.15
H -6.889 2.601 -3.585 0.20 -0.07 0.12
H 3.974 2.918 -3.730 0.03 -0.07 0.10
H 1.181 6.472 -3.726 -0.13 -0.10 -0.02
H 6.279 1.455 -0.383 -0.11 0.03 -0.08
H -3.319 5.139 4.409 0.06 -0.04 -0.11
H 4.854 0.588 4.754 0.07 -0.51 -0.32
H 2.460 0.090 5.485 -0.11 -0.49 -0.39
H 1.562 4.498 -2.312 -0.06 -0.07 0.06
H -6.686 5.049 -3.683 0.07 -0.12 0.06
H 0.718 4.427 2.068 -0.18 -0.08 -0.07
H 4.606 -4.010 0.434 -0.35 -0.45 -0.13
H -6.068 0.428 -2.848 0.11 0.17 0.09
H -0.779 -6.617 3.993 0.04 0.03 -0.02
H -1.836 6.945 -5.871 0.20 -0.06 -0.04
H 1.945 -1.606 5.683 0.16 0.38 -0.24
H -3.994 -6.093 -2.591 0.17 -0.10 0.04
H 2.022 -5.684 0.374 -0.07 0.74 0.39
```
Positions in Å, forces in eV/Å.

2.
The following is a quantum chemistry calculation of C54H53HfNO2P4 as an isolated structure, from OMol25.

Values from the calculation:
- ΔE to the lowest compared entry with this formula, charge and spin: 0.0 kcal/mol
- Gap between HOMO and LUMO (alpha / beta): 0.2366 / 0.2685 Ha
- F_max: 1.2 eV/A
- E: -3707.41608 a.u.
- Net charge: +3
- Spin multiplicity: 2
- LUMO (alpha / beta): -7.93 / -7.88 eV

```
115
Properties=species:S:1:pos:R:3:forces:R:3
Hf 0.335 0.268 0.134 1.13 0.52 -0.08
P -0.759 -0.077 -2.265 -0.36 0.20 -0.47
P -0.932 -0.644 2.300 -0.06 -0.60 0.45
P 1.742 2.131 1.592 0.19 -0.27 -0.40
P 2.627 -0.933 1.021 -0.14 0.34 -0.57
O 1.751 1.010 -1.261 -0.26 -0.37 0.48
O -2.684 -0.508 -0.068 0.13 0.07 0.06
N 2.733 1.583 -1.954 -0.30 0.15 0.01
C 6.172 1.119 0.744 -0.02 0.06 0.00
C 0.218 -4.231 0.778 -0.01 0.01 0.11
C -3.379 -1.182 3.454 -0.08 0.00 0.11
C -4.688 -0.761 -1.427 -0.17 0.00 -0.14
C -4.791 -1.034 1.030 -0.11 0.03 0.18
C 1.276 -0.810 -4.040 0.04 -0.01 -0.05
C 4.693 2.784 -3.411 0.10 0.05 -0.06
C 2.531 2.836 -2.401 0.13 -0.04 -0.06
C -0.359 -2.375 2.234 -0.08 -0.01 -0.07
C 4.851 1.482 -2.961 -0.01 -0.11 0.05
C -2.719 -0.848 2.277 0.01 0.16 0.04
C -3.428 -0.788 1.082 -0.04 -0.07 -0.41
C -4.441 -0.584 -3.847 0.02 0.01 0.07
C 0.294 -5.066 1.885 0.01 -0.05 0.02
C 0.566 -0.429 4.650 -0.11 -0.05 0.16
C 1.403 3.817 1.016 0.00 0.11 0.05
C 0.856 0.099 5.902 -0.01 0.03 -0.06
C 0.033 -4.567 3.158 0.01 0.02 -0.07
C -1.011 1.604 5.692 -0.03 -0.04 -0.07
C 5.219 0.112 0.785 -0.01 0.02 -0.03
C 0.068 1.117 6.422 -0.02 0.02 0.01
C 3.846 0.885 -2.230 0.01 0.13 -0.04
C -6.536 0.303 -0.138 0.00 0.03 0.02
C -1.314 1.066 4.448 0.02 0.14 0.07
C -5.615 -0.927 -0.238 0.05 -0.02 -0.01
C -4.738 -1.437 3.432 0.02 -0.01 0.01
C 1.968 -1.732 -4.813 -0.03 0.02 0.05
C -5.421 -1.352 2.233 -0.07 0.00 0.02
C 1.929 2.352 3.375 -0.17 0.13 0.09
C -0.959 3.959 -2.156 0.02 -0.01 -0.12
C 3.094 -2.100 -0.306 0.13 -0.08 0.06
C -0.550 3.414 -4.469 0.00 -0.03 0.05
C 0.325 -3.412 -4.287 -0.01 0.03 0.03
C -6.467 -2.197 -0.417 0.03 -0.06 -0.02
C 3.514 3.460 -3.136 -0.08 0.03 0.03
C 4.440 2.756 1.068 0.03 -0.02 -0.01
C -0.376 -2.492 -3.517 0.04 -0.09 -0.08
C 3.080 -1.847 2.512 -0.04 -0.15 0.11
C -2.510 -0.419 -2.427 0.02 -0.11 -0.12
C 3.475 1.752 1.118 -0.03 0.03 0.06
C 5.779 2.446 0.872 -0.01 -0.05 0.00
C -0.501 2.057 -4.155 -0.01 0.08 -0.07
C -0.527 0.039 3.924 0.06 0.00 0.00
C -3.078 -0.417 -3.698 -0.03 -0.07 -0.09
C 1.496 -3.034 -4.933 -0.01 -0.01 0.01
C -0.107 -2.894 0.961 0.03 0.00 -0.14
C -0.785 4.361 -3.478 0.02 -0.01 -0.03
C -5.220 -0.754 -2.715 -0.04 -0.01 -0.06
C 3.866 0.414 0.948 0.05 -0.04 0.15
C -0.674 1.646 -2.839 0.06 0.05 0.08
C 0.096 -1.185 -3.395 0.12 -0.03 -0.03
C -0.301 -3.230 3.333 -0.02 -0.04 -0.02
C -0.892 2.609 -1.849 -0.02 0.02 0.05
C -3.320 -0.579 -1.311 -0.05 0.02 0.42
H -7.209 0.210 0.716 0.03 -0.01 -0.03
H 5.546 -0.918 0.691 -0.02 0.05 0.01
H 0.286 1.523 7.402 -0.01 -0.01 -0.04
H 5.477 3.263 -3.984 -0.02 -0.03 0.01
H -0.844 5.411 -3.734 0.00 -0.04 -0.01
H -5.838 -3.087 -0.486 -0.02 0.03 0.01
H 2.668 3.140 3.522 -0.01 0.01 0.11
H 0.075 -5.227 4.016 0.00 0.03 -0.03
H 3.059 -1.202 3.387 0.06 0.03 -0.02
H 2.281 1.435 3.834 0.06 -0.06 0.04
H -2.177 1.432 3.903 0.03 -0.01 0.02
H 3.869 -0.126 -1.861 0.02 0.01 0.01
H 0.983 2.635 3.840 0.04 -0.01 -0.01
H 4.175 -2.134 -0.449 -0.03 -0.05 -0.01
H -7.149 0.398 -1.036 0.02 0.00 0.03
H -5.262 -1.698 4.342 0.01 0.01 -0.01
H 2.766 -3.096 -0.009 -0.04 -0.02 -0.01
H 2.132 4.530 1.398 -0.02 0.03 -0.01
H 1.570 3.267 -2.164 0.00 0.02 -0.01
H -1.028 2.323 -0.799 -0.14 -0.04 -0.05
H -2.834 -1.238 4.389 -0.03 -0.01 -0.07
H 1.688 -0.290 6.476 -0.03 0.00 -0.03
H 4.095 -2.220 2.368 0.00 -0.05 0.10
H 5.745 0.911 -3.174 -0.02 0.04 0.00
H -7.073 -2.135 -1.320 0.02 0.00 0.02
H 2.604 -1.851 -1.248 -0.01 0.03 -0.01
H -6.290 -0.877 -2.833 0.05 0.01 -0.01
H 0.421 4.102 1.397 -0.01 0.02 0.00
H 0.394 -4.623 -0.217 0.00 0.03 0.04
H -1.159 4.692 -1.383 0.01 -0.03 -0.02
H 2.868 -1.433 -5.337 -0.04 0.00 0.01
H 3.337 4.467 -3.489 0.04 -0.03 0.00
H 2.398 -2.688 2.660 0.07 0.02 -0.02
H 1.374 3.869 -0.070 0.01 0.00 -0.01
H 4.159 3.794 1.207 0.02 -0.04 -0.01
H -7.158 -2.328 0.414 0.02 0.01 -0.02
H -6.487 -1.541 2.226 0.05 0.01 0.02
H 0.540 -6.112 1.754 -0.01 0.03 0.02
H 1.636 0.210 -3.973 -0.02 -0.02 0.00
H -0.524 -2.864 4.327 -0.01 0.00 -0.01
H -0.424 3.731 -5.497 -0.01 -0.02 0.04
H -0.348 1.329 -4.944 0.01 0.02 0.02
H -4.894 -0.575 -4.829 0.01 -0.01 0.02
H -0.052 -4.421 -4.394 0.01 0.03 0.00
H 6.517 3.239 0.850 -0.02 -0.04 -0.02
H -2.449 -0.288 -4.573 -0.02 -0.01 0.05
H -5.957 1.221 -0.019 -0.01 -0.02 0.00
H 2.031 -3.750 -5.543 -0.02 0.02 0.02
H -1.632 2.390 6.103 0.02 -0.02 -0.02
H 7.219 0.869 0.622 -0.03 0.01 0.01
H -0.182 -2.281 0.051 -0.12 0.00 0.15
H 1.165 -1.240 4.267 0.02 -0.03 -0.01
H -1.301 -2.789 -3.035 0.02 0.01 -0.01
```
Positions in Å, forces in eV/Å.